{
  "formula": "C38H39MoN2O4S4Sb2",
  "method": "the ωB97M-V functional and the def2-TZVPD basis",
  "total_charge": 1,
  "lumo_energy_ev": [-3.92, -3.88],
  "homo_energy_ha": [-0.3898, -0.3904],
  "spin_multiplicity": 1,
  "relative_energy_kcal_mol": 0.0,
  "molar_mass_g_mol": 1055.5,
  "fmax_ev_per_a": 0.6,
  "species": ["Mo", "S", "C", "C", "C", "C", "C", "C", "S", "C", "C", "C", "C", "C", "C", "C", "S", "C", "C", "C", "C", "C", "C", "S", "N", "H", "H", "H", "H", "H", "H", "H", "H", "H", "H", "H", "H", "H", "H", "H", "C", "Sb", "C", "C", "C", "C", "C", "C", "C", "C", "C", "Sb", "C", "C", "H", "H", "H", "H", "H", "H", "H", "H", "H", "H", "H", "H", "H", "H", "H", "H", "H", "H", "H", "H", "O", "C", "O", "C", "C", "C", "C", "C", "C", "N", "O", "O", "H", "H", "H", "H"],
  "coordinates": [[0.1264, -0.2732, -0.5107], [-0.9838, -0.2992, 1.5864], [-2.7092, -0.6589, 1.3795], [-3.6145, 0.2811, 1.8688], [-4.9792, 0.0789, 1.7434], [-5.4555, -1.0767, 1.1430], [-4.5630, -2.0303, 0.6833], [-3.1915, -1.8287, 0.7875], [-2.0898, -3.0590, 0.1410], [-2.4692, -2.9367, -1.6295], [-1.2493, -2.9105, -2.5063], [-0.9600, -3.9937, -3.3178], [0.0296, -3.8779, -4.2817], [0.6316, -2.6520, -4.4673], [0.2903, -1.6101, -3.6128], [0.7789, -0.2324, -3.9402], [0.4758, 1.0183, -2.6456], [2.1481, 1.6028, -2.5609], [2.5496, 2.8090, -3.1033], [3.8883, 3.1760, -3.0080], [4.7935, 2.3285, -2.3876], [4.3833, 1.1087, -1.8549], [3.0487, 0.7383, -1.9370], [2.4366, -0.7981, -1.2984], [-0.5552, -1.7532, -2.5934], [-3.2400, 1.1866, 2.3301], [-5.6684, 0.8264, 2.1146], [-6.5197, -1.2416, 1.0407], [-4.9313, -2.9428, 0.2312], [-3.0107, -2.0004, -1.7796], [-3.1026, -3.7715, -1.9218], [-1.5291, -4.9073, -3.2105], [0.2829, -4.7182, -4.9152], [1.3428, -2.4863, -5.2657], [0.2525, 0.1107, -4.8332], [1.8426, -0.2312, -4.1632], [1.8304, 3.4569, -3.5892], [4.2186, 4.1216, -3.4167], [5.8351, 2.6141, -2.3152], [5.1035, 0.4527, -1.3829], [0.9229, 1.8305, 3.0558], [1.6514, 1.3625, 1.1235], [1.9816, 3.3504, 0.4474], [3.6108, 0.6473, 1.6551], [3.5578, -0.1442, 2.9279], [3.7434, 0.5178, 4.1408], [3.6545, -0.1463, 5.3523], [3.3806, -1.5052, 5.3653], [3.2201, -2.1807, 4.1670], [3.3060, -1.5264, 2.9374], [3.1716, -2.3361, 1.6809], [1.1788, -2.4775, 0.8703], [0.2547, -3.2603, 2.6045], [1.4419, -4.1774, -0.3756], [1.6339, 2.5045, 3.5325], [0.8163, 0.9317, 3.6582], [-0.0458, 2.3162, 2.9575], [2.8423, 3.7676, 0.9701], [1.1002, 3.9459, 0.6850], [2.1609, 3.3756, -0.6231], [4.2382, 1.5324, 1.7645], [3.9783, 0.0650, 0.8152], [3.9706, 1.5785, 4.1299], [3.8067, 0.3920, 6.2786], [3.3126, -2.0420, 6.3026], [3.0435, -3.2506, 4.1797], [3.4281, -3.3765, 1.8911], [3.8238, -1.9956, 0.8800], [0.7441, -4.2009, 2.8592], [-0.8045, -3.4306, 2.4398], [0.3865, -2.5480, 3.4167], [1.9931, -4.9437, 0.1690], [1.9991, -3.8897, -1.2666], [0.4691, -4.5677, -0.6666], [-3.6720, -0.0017, -1.8802], [-2.8847, 0.7491, -1.3422], [-1.6650, 0.4175, -1.0272], [-3.2777, 2.1518, -0.9628], [-2.4059, 2.9998, -0.2880], [-2.8062, 4.2771, 0.0754], [-4.0834, 4.7185, -0.2309], [-4.9338, 3.8557, -0.8998], [-4.5607, 2.5807, -1.2738], [-6.3005, 4.3176, -1.2214], [-6.5976, 5.4479, -0.8991], [-7.0373, 3.5352, -1.7812], [-1.4134, 2.6434, -0.0442], [-2.1260, 4.9351, 0.6007], [-4.4275, 5.7062, 0.0375], [-5.2484, 1.9269, -1.7894]],
  "forces_ev_per_angstrom": [[0.0, -0.4, -0.5], [-0.2, -0.1, 0.2], [0.0, 0.1, 0.0], [0.0, 0.0, 0.0], [0.0, 0.0, 0.0], [0.0, 0.0, 0.0], [0.0, 0.0, 0.0], [0.0, 0.1, 0.0], [0.0, -0.1, -0.1], [0.1, 0.0, 0.0], [-0.1, 0.2, 0.0], [0.0, 0.0, 0.0], [0.0, -0.1, 0.0], [0.0, 0.1, 0.0], [-0.1, 0.0, 0.0], [0.0, 0.0, -0.1], [0.1, 0.4, -0.1], [0.0, -0.1, 0.1], [0.0, 0.0, -0.1], [0.0, 0.0, 0.0], [0.0, 0.0, 0.0], [0.1, 0.0, 0.0], [-0.1, 0.0, 0.0], [0.1, 0.1, 0.1], [0.2, -0.2, 0.4], [0.0, 0.0, 0.0], [0.0, 0.0, 0.0], [0.0, 0.0, 0.0], [0.0, 0.0, 0.0], [0.0, 0.0, 0.0], [0.0, 0.0, 0.0], [0.0, 0.0, 0.0], [0.0, 0.0, 0.0], [0.0, 0.0, 0.0], [0.0, 0.0, 0.0], [0.0, 0.0, 0.0], [0.0, 0.0, 0.0], [0.0, 0.0, 0.0], [0.0, 0.0, 0.0], [0.0, 0.0, 0.0], [0.0, 0.1, 0.0], [-0.1, 0.0, -0.1], [0.1, 0.0, 0.0], [0.1, 0.0, 0.0], [0.0, -0.1, 0.0], [0.0, 0.0, 0.0], [0.0, 0.0, 0.0], [0.0, 0.0, 0.0], [0.0, 0.0, 0.0], [0.0, 0.1, 0.0], [0.0, 0.0, 0.0], [-0.2, 0.0, -0.1], [0.0, 0.0, 0.1], [0.0, 0.0, 0.0], [0.0, 0.0, 0.0], [0.0, 0.0, 0.0], [0.0, 0.0, 0.0], [0.0, 0.0, 0.0], [0.0, 0.0, 0.0], [0.0, 0.0, 0.0], [0.0, 0.0, 0.0], [0.0, 0.0, -0.1], [0.0, 0.0, 0.0], [0.0, 0.0, 0.0], [0.0, 0.0, 0.0], [0.0, 0.0, 0.0], [0.0, 0.0, 0.0], [0.0, 0.0, 0.0], [0.0, 0.0, 0.0], [0.0, 0.0, 0.0], [0.0, 0.0, 0.0], [0.0, 0.0, 0.0], [0.0, 0.0, 0.0], [0.0, 0.0, 0.0], [0.1, 0.0, 0.0], [-0.3, 0.0, 0.2], [0.2, 0.0, 0.1], [0.1, 0.0, 0.0], [0.0, 0.0, 0.0], [0.0, 0.0, 0.0], [0.0, 0.0, 0.0], [0.0, 0.0, 0.0], [0.0, 0.0, 0.0], [-0.1, 0.0, 0.0], [0.0, 0.1, 0.0], [0.0, 0.0, 0.0], [0.0, 0.0, 0.0], [0.0, 0.0, 0.0], [0.0, 0.0, 0.0], [0.0, 0.0, 0.0]]
}


{
  "formula": "CH6O3P2",
  "method": "the ωB97M-V functional and the def2-TZVPD basis",
  "lumo_energy_ev": 0.24,
  "homo_energy_ha": -0.3093,
  "spin_multiplicity": 1,
  "relative_energy_kcal_mol": 0.0,
  "smiles": "OCP(O)#[PH]O",
  "molar_mass_g_mol": 128.0,
  "fmax_ev_per_a": 2.1,
  "species": ["O", "C", "P", "O", "P", "O", "H", "H", "H", "H", "H", "H"],
  "coordinates": [[-0.6338, -1.3869, -0.6790], [-0.6039, -0.8457, 0.6499], [-0.1973, 0.9777, 0.7212], [-1.1904, 1.3732, -0.6169], [1.7393, 0.8153, -0.3794], [2.5233, 0.2012, 0.8939], [-0.4784, -0.5764, -1.2371], [-1.5550, -1.1572, 1.0162], [0.2745, -1.2103, 1.1672], [-1.6656, 2.2331, -0.6665], [2.0006, 2.2234, -0.2854], [3.4569, 0.2315, 1.0270]],
  "forces_ev_per_angstrom": [[0.7, 1.8, -0.7], [0.9, 0.4, -1.4], [-1.6, 0.2, -0.5], [0.2, 0.6, 0.2], [-0.3, 0.4, -1.3], [-0.6, -0.5, 1.3], [-0.4, -1.5, 0.2], [-0.5, 0.2, 1.3], [0.0, -0.8, 0.6], [0.8, -0.9, 0.5], [-0.1, -0.1, 0.2], [0.9, 0.2, -0.3]]
}


{
  "formula": "C3H4O3S",
  "method": "the ωB97M-V functional and the def2-TZVPD basis",
  "lumo_energy_ev": -1.66,
  "homo_energy_ha": -0.3459,
  "spin_multiplicity": 1,
  "relative_energy_kcal_mol": 67.0,
  "smiles": "O=C(O)C(=S)CO",
  "molar_mass_g_mol": 120.1,
  "fmax_ev_per_a": 4.9,
  "species": ["O", "C", "O", "C", "S", "C", "O", "H", "H", "H", "H"],
  "coordinates": [[0.2387, 1.4012, 1.7484], [-0.4494, 0.6829, 1.0162], [-1.7703, 0.6191, 1.0310], [0.0468, -0.1140, -0.1432], [-1.0401, -0.7429, -1.2529], [1.5780, -0.2071, 0.0136], [2.2567, -0.9356, -1.0211], [-2.0742, 1.4598, 1.6340], [2.0961, -0.6557, 0.9253], [1.9725, 0.9013, 0.0996], [1.7943, -0.6671, -1.9993]],
  "forces_ev_per_angstrom": [[-1.3, -1.6, -1.3], [0.4, 1.9, 0.6], [-1.6, 3.6, 2.9], [0.6, -1.5, -0.1], [2.6, 0.9, 1.3], [1.9, 0.6, -1.1], [-2.5, 1.7, -3.7], [0.9, -3.1, -1.8], [-1.8, 0.4, -0.6], [-0.9, -1.8, -0.5], [1.8, -1.1, 4.1]]
}


{
  "formula": "C19H19HgN3O7SeTe",
  "method": "the ωB97M-V functional and the def2-TZVPD basis",
  "total_charge": -1,
  "lumo_energy_ev": [2.50, 2.50],
  "homo_energy_ha": [-0.1042, -0.1828],
  "spin_multiplicity": 2,
  "relative_energy_kcal_mol": 5.8,
  "molar_mass_g_mol": 808.5,
  "fmax_ev_per_a": 0.3,
  "species": ["Hg", "O", "C", "O", "C", "C", "C", "C", "C", "N", "C", "O", "O", "H", "H", "H", "H", "H", "N", "C", "O", "C", "C", "H", "H", "H", "H", "H", "H", "O", "O", "C", "Te", "C", "C", "C", "C", "C", "C", "C", "H", "H", "H", "H", "H", "H", "H", "H", "Se", "C", "N"],
  "coordinates": [[1.1744, -0.9484, -0.5502], [2.9344, 2.8142, 1.2533], [2.3031, 1.6461, 0.8910], [1.7129, 1.6120, -0.2055], [2.4037, 0.5943, 1.8335], [3.1101, 0.7346, 3.0588], [3.1453, -0.3025, 3.9366], [2.4599, -1.5065, 3.6324], [1.7936, -1.6007, 2.4340], [1.7757, -0.6062, 1.5316], [0.9620, -2.8428, 2.0947], [1.4118, -3.8841, 2.9195], [0.8530, -3.1497, 0.8263], [2.7711, 3.4013, 0.5034], [3.6059, 1.6712, 3.2690], [3.6864, -0.2063, 4.8701], [2.4391, -2.3395, 4.3168], [0.9213, -4.6582, 2.6162], [-1.7152, -3.7271, -3.0020], [-0.9119, -2.6203, -2.9286], [-1.3752, -1.5000, -3.0536], [0.5692, -2.9066, -2.7634], [1.3991, -1.6525, -2.5298], [-2.7031, -3.5547, -2.9030], [-1.3677, -4.5928, -2.6269], [0.8738, -3.4386, -3.6748], [0.6868, -3.6204, -1.9416], [1.1105, -0.8798, -3.2404], [2.4566, -1.8668, -2.6779], [-1.3145, -2.2834, 1.5942], [-0.4282, -2.5741, 2.6616], [-1.3776, 1.8772, 0.7866], [-1.6449, 0.1959, -0.5072], [-1.1106, 1.6064, -2.0146], [-1.4992, 2.9511, -1.4605], [-1.7203, 4.0524, -2.2800], [-2.0788, 5.2787, -1.7376], [-2.2165, 5.4107, -0.3630], [-1.9938, 4.3163, 0.4611], [-1.6363, 3.0846, -0.0758], [-0.3441, 1.8579, 1.1314], [-2.0519, 1.8188, 1.6378], [-1.6162, 1.3566, -2.9439], [-0.0324, 1.5357, -2.1634], [-1.6185, 3.9428, -3.3540], [-2.2586, 6.1261, -2.3880], [-2.5037, 6.3625, 0.0671], [-2.1045, 4.4152, 1.5352], [-1.3112, -3.7102, 0.4608], [-3.2395, -3.7763, 0.5384], [-4.3856, -3.9140, 0.5242]],
  "forces_ev_per_angstrom": [[0.2, -0.2, 0.0], [0.0, 0.0, 0.0], [0.0, 0.0, 0.0], [0.0, 0.0, 0.0], [0.0, 0.0, 0.0], [0.0, 0.0, 0.0], [0.0, 0.0, 0.0], [0.0, 0.0, 0.0], [-0.1, 0.1, 0.0], [0.0, 0.1, 0.0], [0.0, 0.1, 0.0], [0.0, 0.0, 0.0], [0.0, 0.0, -0.1], [0.0, 0.0, 0.0], [0.0, 0.0, 0.0], [0.0, 0.0, 0.0], [0.0, 0.0, 0.0], [0.0, 0.0, 0.0], [0.1, 0.1, -0.1], [0.0, 0.0, 0.0], [0.0, 0.0, 0.0], [-0.1, 0.0, 0.0], [0.0, 0.0, 0.0], [0.0, 0.0, 0.0], [0.0, 0.0, 0.0], [0.0, 0.0, 0.0], [0.0, 0.0, 0.0], [0.0, 0.0, 0.0], [0.0, -0.1, 0.0], [0.1, 0.0, 0.2], [-0.1, 0.0, -0.1], [0.0, 0.0, 0.0], [-0.2, -0.1, 0.0], [0.0, 0.0, 0.0], [0.0, 0.0, 0.0], [0.0, 0.0, 0.0], [0.0, 0.0, 0.0], [0.0, 0.0, 0.0], [0.0, 0.0, 0.0], [0.0, 0.0, 0.0], [0.0, 0.0, 0.1], [0.0, 0.0, 0.0], [0.0, 0.0, 0.0], [0.0, 0.0, 0.0], [0.0, 0.0, 0.0], [0.0, 0.0, 0.0], [0.0, 0.0, 0.0], [0.0, 0.0, 0.0], [0.0, 0.1, 0.1], [0.1, 0.0, 0.1], [0.0, 0.0, -0.1]]
}


{
  "formula": "Br2ClPS",
  "method": "the ωB97M-V functional and the def2-TZVPD basis",
  "lumo_energy_ev": -1.10,
  "homo_energy_ha": -0.3444,
  "spin_multiplicity": 1,
  "relative_energy_kcal_mol": 0.0,
  "smiles": "ClP(Br)SBr",
  "molar_mass_g_mol": 258.3,
  "fmax_ev_per_a": 3.9,
  "species": ["Cl", "P", "Br", "S", "Br"],
  "coordinates": [[0.1545, 2.2447, 0.2079], [1.0869, 0.5795, 0.6249], [0.2384, -0.5251, 2.3400], [0.4853, -1.3240, -0.5839], [2.2518, -1.2725, -2.0959]],
  "forces_ev_per_angstrom": [[-1.5, 0.9, -0.3], [2.0, -3.2, -0.7], [-0.7, 0.5, 0.6], [1.6, 1.8, -0.6], [-1.4, 0.0, 1.0]]
}


{
  "formula": "C18H19ClN2",
  "method": "the ωB97M-V functional and the def2-TZVPD basis",
  "lumo_energy_ev": 0.60,
  "homo_energy_ha": -0.2704,
  "spin_multiplicity": 1,
  "relative_energy_kcal_mol": 50.4,
  "smiles": "N=c1c2c(n(Cc3ccc(Cl)cc3)c3c1CCC3)CCC2",
  "molar_mass_g_mol": 298.8,
  "fmax_ev_per_a": 4.2,
  "species": ["N", "C", "C", "C", "N", "C", "C", "C", "C", "C", "Cl", "C", "C", "C", "C", "C", "C", "C", "C", "C", "C", "H", "H", "H", "H", "H", "H", "H", "H", "H", "H", "H", "H", "H", "H", "H", "H", "H", "H", "H"],
  "coordinates": [[-0.8125, 3.6955, -0.8711], [-0.1622, 2.6038, -0.6548], [0.3676, 2.3796, 0.7082], [0.8883, 1.1813, 0.8946], [0.9423, 0.1727, -0.1477], [1.2361, -1.1901, 0.2935], [0.1158, -2.0759, 0.5008], [-1.2129, -1.6852, 0.3716], [-2.1387, -2.6522, 0.7099], [-1.7998, -4.0071, 0.9529], [-2.9861, -5.1536, 1.3272], [-0.4587, -4.3778, 0.8675], [0.4413, -3.4567, 0.5588], [0.3834, 0.4180, -1.3943], [-0.1592, 1.5887, -1.7240], [-0.7079, 1.5556, -3.0604], [-0.7389, 0.0699, -3.5359], [0.2504, -0.5353, -2.4863], [1.6023, 1.1274, 2.2929], [1.0179, 2.2859, 3.0507], [0.5523, 3.2578, 1.9475], [-0.8189, 4.3261, -0.0243], [1.6528, -1.1374, 1.2364], [1.8870, -1.5426, -0.4635], [-1.5391, -0.5772, 0.2873], [-3.1488, -2.2417, 0.7837], [-0.0009, -5.3806, 1.1282], [1.4246, -3.7758, 0.2688], [-0.1622, 2.1681, -3.7296], [-1.7116, 1.9533, -3.1840], [-0.4331, -0.0609, -4.5113], [-1.6736, -0.4706, -3.3043], [-0.2549, -1.3846, -2.2360], [1.2426, -0.7744, -2.9854], [2.6831, 1.0844, 2.0788], [1.4964, 0.2423, 2.8718], [0.0177, 1.9521, 3.5145], [1.6945, 2.6323, 3.8793], [1.3505, 3.8914, 1.6923], [-0.3268, 3.8935, 2.0960]],
  "forces_ev_per_angstrom": [[-0.2, 1.3, 0.2], [-1.9, 2.4, 0.4], [0.1, -1.3, -1.0], [0.9, -2.0, 0.2], [0.1, 0.8, 2.1], [-0.3, 2.1, -1.8], [-1.2, -1.6, -2.2], [0.6, 1.2, 1.7], [-1.2, -0.7, -0.1], [0.4, 1.9, -0.2], [-0.8, -0.6, 0.3], [-0.9, -2.9, 1.0], [1.1, 3.0, -0.4], [0.1, 0.4, 1.2], [1.0, 0.2, 3.1], [-2.3, 0.1, -1.9], [0.4, 1.0, 4.1], [2.1, -0.2, -2.8], [0.3, -1.3, -1.8], [-2.0, 0.2, 0.7], [-0.4, -0.1, -1.2], [0.1, -0.9, -1.1], [1.8, 0.4, 1.6], [1.0, -1.0, -0.3], [0.7, -2.1, 0.0], [0.0, -0.9, 0.0], [-1.4, 0.9, -0.6], [0.6, 0.1, 0.5], [0.9, 0.6, -0.9], [-0.2, 0.3, 0.5], [0.5, -0.3, -2.1], [0.0, 0.8, -0.6], [-0.4, -2.9, 1.2], [-0.9, 0.0, 0.8], [-0.1, 0.9, 0.2], [-0.6, -1.1, 0.3], [1.7, 0.1, -0.3], [-0.8, 0.1, -1.0], [1.1, 1.4, -0.3], [0.1, -0.3, 0.6]]
}